Density functional theory data (ωB97M-V/def2-TZVPD) for a molecular structure, C12H27AsOsS3 in a non-equilibrium geometry.

Kohn-Sham gap (spin up / spin down) = 6.59 / 6.23 eV
Energy above the lowest of the compared OMol25 structures with the same formula, charge and spin = 287.2 kJ/mol
Net charge = +4
Lowest unoccupied orbital energy (spin up / spin down) = -15.21 / -15.38 eV
HOMO level (spin up / spin down) = -21.80 / -21.61 eV

Geometry (Å):
Os: 1.2448 0.1587 -0.2916
C: 4.2154 1.4589 -0.7745
C: 3.6209 2.4206 0.2317
S: 1.7756 2.2781 0.3000
C: 1.4726 2.2985 2.1003
C: 1.9822 1.0447 2.7824
S: 1.4511 -0.4797 1.8815
C: 2.9900 -1.4688 1.8108
C: 4.1021 -0.8155 1.0066
S: 3.5169 -0.2229 -0.6388
H: 5.2991 1.3819 -0.6591
H: 4.0217 1.7509 -1.8088
H: 3.8239 3.4547 -0.0527
H: 4.0068 2.2642 1.2380
H: 0.3953 2.4270 2.2077
H: 1.9544 3.1936 2.5008
H: 1.5630 0.9533 3.7854
H: 3.0671 1.0257 2.8679
H: 2.6812 -2.4307 1.3979
H: 3.3017 -1.6408 2.8444
H: 4.8920 -1.5392 0.7990
H: 4.5493 0.0330 1.5216
C: -5.8401 -3.2802 0.7452
C: -5.3433 -2.0034 0.9304
As: -1.1375 0.1317 -0.9559
C: -1.2266 -1.0518 -2.4775
C: -0.2039 -2.1739 -2.3142
C: -2.1307 1.7591 -1.2861
C: -3.3404 1.6346 -2.2065
H: -6.5419 -2.2745 1.3195
H: -5.6901 -4.0561 1.4915
H: -6.3463 -3.5621 -0.1744
H: -4.8693 -1.7262 1.8677
H: -5.5273 -1.2227 0.1987
H: -1.0047 -0.3812 -3.3204
H: -2.2448 -1.4103 -2.6426
H: 0.8191 -1.7798 -2.1824
H: -0.1643 -2.7856 -3.2162
H: -0.4411 -2.8339 -1.4802
H: -1.3561 2.4096 -1.7236
H: -2.3734 2.1771 -0.3065
H: -3.0776 1.2450 -3.1891
H: -3.7656 2.6270 -2.3558
H: -4.1210 1.0113 -1.7721

***

Density functional theory data (ωB97M-V/def2-TZVPD) for a molecular structure, C30H28NO4PS2Se2Ti.

Kohn-Sham gap (spin up / spin down) = 8.17 / 8.14 eV
Energy above the lowest of the compared OMol25 structures with the same formula, charge and spin = 58.5 kJ/mol
Net charge = +1
Lowest unoccupied orbital energy (spin up / spin down) = -2.88 / -3.02 eV
Multiplicity = 2
HOMO level (spin up / spin down) = -11.05 / -11.16 eV

Geometry (Å):
Ti: -0.3033 0.1404 -1.1553
C: 3.1794 0.1917 -2.6951
Se: 2.4306 0.4997 -0.9420
C: 2.6055 2.4131 -0.8794
C: 1.9613 3.1234 -2.0483
Se: 0.1119 2.6119 -2.2874
C: 0.1333 2.3907 -4.2134
H: 4.1639 0.6537 -2.7158
H: 2.5330 0.5954 -3.4678
H: 3.2620 -0.8847 -2.8076
H: 3.6742 2.6267 -0.8376
H: 2.1686 2.7182 0.0724
H: 2.4759 2.9232 -2.9860
H: 1.9680 4.1996 -1.8782
H: 0.4739 3.3294 -4.6415
H: -0.8873 2.1830 -4.5207
H: 0.7645 1.5558 -4.4999
O: -2.2175 -0.9652 -1.2185
C: -2.4277 0.0314 -0.5137
O: -1.9263 1.1638 -0.9531
C: -2.9422 0.0726 0.8821
C: -4.2674 -0.1792 1.1932
C: -4.7053 0.0357 2.4926
C: -3.8240 0.5003 3.4593
C: -2.4906 0.7243 3.1451
C: -2.0307 0.5002 1.8538
P: -0.2559 0.6845 1.4070
C: 0.1543 2.3681 1.9605
C: -0.4412 3.4270 1.2677
C: -0.1487 4.7377 1.6084
C: 0.7459 5.0076 2.6390
C: 1.3346 3.9615 3.3326
C: 1.0392 2.6443 2.9979
C: 0.6193 -0.4688 2.4975
C: 2.0146 -0.4387 2.5297
C: 2.7243 -1.3612 3.2808
C: 2.0458 -2.3360 4.0009
C: 0.6614 -2.3818 3.9658
C: -0.0507 -1.4550 3.2157
H: -4.9544 -0.5144 0.4274
H: -5.7412 -0.1435 2.7475
H: -4.1758 0.6824 4.4660
H: -1.8060 1.0654 3.9130
H: -1.1461 3.2245 0.4686
H: -0.6210 5.5524 1.0751
H: 0.9747 6.0314 2.9042
H: 2.0233 4.1643 4.1422
H: 1.4993 1.8398 3.5571
H: 2.5629 0.3105 1.9737
H: 3.8052 -1.3223 3.2984
H: 2.5982 -3.0598 4.5854
H: 0.1281 -3.1416 4.5215
H: -1.1286 -1.5208 3.1866
O: 2.1205 -2.6873 -1.4422
S: 0.7297 -2.3659 -1.5104
O: 0.1716 -1.7489 -0.2698
N: 0.2902 -1.2674 -2.6209
C: -0.4944 -1.8278 -3.6182
S: -1.1444 -1.0041 -4.8474
C: -0.7256 -3.2828 -3.3434
C: -1.4217 -4.1906 -4.1222
C: -1.5488 -5.4909 -3.6568
C: -0.9902 -5.8840 -2.4386
C: -0.2773 -4.9873 -1.6574
C: -0.1755 -3.6964 -2.1452
H: -1.8523 -3.8746 -5.0629
H: -2.0906 -6.2158 -4.2491
H: -1.1104 -6.9047 -2.1016
H: 0.1739 -5.2843 -0.7210

***

Density functional theory data (ωB97M-V/def2-TZVPD) for H2N2O3S in the gas phase in a non-equilibrium geometry.

Kohn-Sham gap (spin up / spin down) = 7.87 / 7.87 eV
Energy above the lowest of the compared OMol25 structures with the same formula, charge and spin = 415.8 kJ/mol
SMILES string = NON=S(=O)=O
Lowest unoccupied orbital energy (spin up / spin down) = -2.10 / -2.11 eV
HOMO level (spin up / spin down) = -9.97 / -9.97 eV

Geometry (Å):
N: 0.2798 0.5898 -1.0810
N: 0.0339 0.9967 1.0781
O: -1.0804 -1.7407 -1.9615
O: -0.1433 -1.4252 0.3645
O: 0.6920 1.2664 -0.1877
S: 0.0812 -1.3573 -1.1220
H: 0.2690 1.6615 1.8116
H: -0.1323 0.0087 1.0979

***

Density functional theory data (ωB97M-V/def2-TZVPD) for C5H9NO in the gas phase.

Kohn-Sham gap = 10.61 eV
Energy above the lowest of the compared OMol25 structures with the same formula, charge and spin = 213.1 kJ/mol
SMILES string = C[C@H]1N[C@H]1CC=O
Lowest unoccupied orbital energy = 1.02 eV
HOMO level = -9.60 eV

Geometry (Å):
C: -0.5738 -0.4541 1.5244
C: 0.5129 -1.0169 0.6271
N: 0.1012 -1.7605 -0.5733
C: 0.6855 -0.4256 -0.7195
C: -0.3187 0.6296 -1.1187
C: -0.0386 2.0168 -0.5992
O: 0.5438 2.2538 0.4344
H: -1.5341 -0.9109 1.2714
H: -0.3750 -0.6032 2.5882
H: -0.6260 0.6263 1.3736
H: 1.4056 -1.3710 1.1343
H: 0.7906 -2.4737 -0.8014
H: 1.6892 -0.3407 -1.1388
H: -1.2553 0.3430 -0.6212
H: -0.5300 0.6410 -2.1916
H: -0.4773 2.8460 -1.1896

***

Density functional theory data (ωB97M-V/def2-TZVPD) for 2 unconnected molecules or ions with the total composition C3H8NO.

Kohn-Sham gap = 8.39 eV
Energy above the lowest of the compared OMol25 structures with the same formula, charge and spin = 108.2 kJ/mol
Net charge = +1
Lowest unoccupied orbital energy = -5.22 eV
HOMO level = -13.61 eV

Geometry (Å):
C: -1.2798 0.5621 -1.0520
C: -0.5976 -0.5098 -1.4400
O: -0.4677 -1.6050 -0.6508
H: -1.2462 1.4537 -1.6621
H: -1.9969 0.5380 -0.2395
H: -0.0918 -0.5387 -2.3992
H: -0.2772 -2.3857 -1.1912
C: 1.4833 0.0204 1.4640
N: 0.4958 0.8125 1.4322
H: 2.0714 -0.0811 2.3693
H: 1.7082 -0.5602 0.5776
H: -0.0606 0.9033 0.5588
H: 0.2592 1.3905 2.2328